<w>
C4H4O2S | wB97M-V/def2-TZVPD

Each line ends with the natural charge from an NBO analysis.
Atoms and positions in Å:
S 1.568 -1.244 -1.823  0.026
O 0.709 1.535 1.917  -0.649
O 1.021 0.017 0.296  -0.465
C 0.099 0.742 1.005  0.561
C 0.326 -0.697 -0.628  0.115
C -0.990 -0.316 -0.600  -0.308
C -1.194 0.546 0.489  -0.385
H 1.682 0.861 2.146  0.497
H -2.093 1.125 0.917  0.252
H 0.607 -1.869 -2.518  0.130
H -1.736 -0.699 -1.202  0.225

Values from the calculation:
LUMO energy (eV): 0.37
HOMO-LUMO gap (eV): 8.1
Structure (SMILES): Oc1ccc(S)o1

---

<x>
C4H4O2S | wB97M-V/def2-TZVPD

Each line ends with the natural charge from an NBO analysis.
Atoms and positions in Å:
S 3.545 -0.975 -0.122  0.541
O 2.049 -1.530 -0.358  -0.755
O 4.042 1.661 0.231  -0.534
C 0.899 -0.078 -0.005  0.472
C 3.168 0.831 0.093  0.376
C -0.429 -0.555 0.159  -0.719
C 1.714 0.950 0.135  -0.428
H -0.908 0.088 0.894  0.255
H -1.035 -0.692 -0.710  0.256
H -0.447 -1.461 0.570  0.262
H 1.342 1.909 0.511  0.275

Values from the calculation:
LUMO energy (eV): -0.12
HOMO-LUMO gap (eV): 8.3

---

Result of the stability comparison: <x> is the least stable of them.

---

<w>
C3H11N2OS | wB97M-V/def2-TZVPD

Each line ends with the natural charge from an NBO analysis.
Atoms and positions in Å:
S -1.720 -0.443 -2.114  -0.752
O 3.694 0.301 0.472  -0.959
N 0.828 0.569 2.311  -0.865
N 0.504 0.688 -0.518  -0.913
C -0.278 -0.238 0.297  -0.071
C -0.483 0.263 1.698  -0.226
C -1.698 -0.671 -0.249  -0.528
H 1.507 0.872 1.736  0.356
H 1.105 -0.055 3.005  0.352
H -2.565 -0.242 0.116  0.176
H 0.839 0.199 -1.386  0.397
H -1.833 -1.875 -0.069  0.163
H -0.981 -0.623 2.273  0.188
H 3.486 -0.526 -0.149  0.466
H -0.045 1.536 -0.823  0.381
H -1.105 1.126 1.633  0.175
H 2.811 0.704 0.430  0.483
H 0.186 -1.368 0.252  0.179

Values from the calculation:
LUMO energy (eV): 3.72
Net charge: -1
HOMO-LUMO gap (eV): 6.3

---

<x>
C3H11N2OS | wB97M-V/def2-TZVPD

Each line ends with the natural charge from an NBO analysis.
Atoms and positions in Å:
S 1.152 1.766 -1.951  -0.702
O 1.079 -1.256 -2.145  -1.021
N -0.351 -1.959 1.960  -0.847
N -0.654 -0.034 0.668  -0.665
C -0.522 1.465 -1.239  -0.538
C 0.087 -0.519 1.820  -0.033
C -0.328 1.366 0.255  -0.255
H -0.861 0.580 -1.767  0.200
H -1.419 -2.019 1.668  0.346
H 1.391 -0.386 -1.819  0.496
H -1.264 2.289 -1.563  0.177
H 0.613 1.946 0.621  0.215
H 1.765 -1.790 -2.470  0.452
H 0.084 -2.392 1.163  0.347
H 1.180 -0.521 1.639  0.150
H -1.242 2.003 0.645  0.143
H -0.059 0.126 2.625  0.164
H -0.652 -0.665 -0.108  0.373

Values from the calculation:
LUMO energy (eV): 3.85
Net charge: -1
HOMO-LUMO gap (eV): 6.5

---

Result of the stability comparison: <w> is the least stable of them.

---

<w>
C6H12NS | wB97M-V/def2-TZVPD

Each line ends with the natural charge from an NBO analysis.
Atoms and positions in Å:
S -1.953 -0.831 -0.746  0.255
N 2.313 -0.976 -0.130  -0.218
C -1.816 0.797 1.356  -0.553
C 2.868 -0.835 1.135  -0.221
C 1.771 -0.471 -1.181  0.165
C 2.769 -2.193 0.509  -0.208
C -1.128 -0.113 0.466  -0.271
C -1.988 0.181 2.788  -0.582
H -1.136 1.656 1.463  0.240
H 2.104 -0.645 1.936  0.261
H -0.976 -0.171 3.015  0.213
H -2.332 1.108 3.473  0.232
H -2.685 1.231 0.902  0.193
H 2.020 -2.806 0.891  0.249
H 1.736 0.551 -1.307  0.218
H 3.751 -0.231 1.189  0.254
H 1.658 -1.057 -2.047  0.221
H -2.768 -0.548 2.921  0.225
H -3.144 -0.139 -0.678  0.073
H 3.669 -2.633 0.061  0.252

Values from the calculation:
LUMO energy (eV): -4.74
Net charge: +1
HOMO-LUMO gap (eV): 7.2

---

<x>
C6H12NS | wB97M-V/def2-TZVPD

Each line ends with the natural charge from an NBO analysis.
Atoms and positions in Å:
S -1.459 -1.167 0.011  0.280
N 0.794 0.121 -0.448  -0.253
C 2.161 0.404 -0.524  -0.434
C 0.360 -1.233 -0.293  -0.173
C 0.962 -1.918 0.866  -0.634
C -2.567 1.397 0.451  -0.597
C -1.582 0.573 -0.527  -0.413
C -0.046 1.066 -0.494  0.314
H 2.325 1.533 -0.255  0.242
H 0.585 -1.878 -1.246  0.257
H 2.052 -2.171 0.698  0.229
H 2.589 -0.167 0.262  0.233
H -2.327 2.385 0.325  0.216
H 2.727 0.130 -1.421  0.263
H 0.949 -1.357 1.814  0.238
H -3.577 1.330 0.257  0.243
H 0.331 -2.734 0.869  0.246
H -2.036 0.562 -1.609  0.278
H -2.440 1.085 1.485  0.230
H 0.199 2.040 -0.224  0.232

Values from the calculation:
LUMO energy (eV): -4.82
Net charge: +1
HOMO-LUMO gap (eV): 8.3
Structure (SMILES): C[C@H]1C=[N+](C)[C@@H](C)S1

---

<y>
C6H12NS | wB97M-V/def2-TZVPD

Each line ends with the natural charge from an NBO analysis.
Atoms and positions in Å:
S 2.212 -0.520 0.919  0.514
N 0.586 1.929 -0.176  -0.385
C -0.803 -0.991 -0.339  -0.453
C -0.081 2.656 0.575  0.003
C 0.385 -0.449 -1.112  -0.221
C -0.484 -0.887 1.142  -0.396
C 0.288 1.093 -1.293  -0.283
C 0.872 -1.526 1.579  -0.569
H -1.233 2.850 0.756  0.189
H -0.596 0.113 1.512  0.227
H -0.721 1.143 -1.743  0.229
H -1.221 -1.500 1.693  0.246
H 1.421 -0.753 -0.606  0.157
H 0.518 -0.874 -2.086  0.277
H 0.910 -1.466 2.576  0.260
H -1.609 -0.372 -0.676  0.256
H 0.513 3.101 1.431  0.197
H -1.206 -1.959 -0.490  0.248
H 0.908 1.520 -2.136  0.251
H 0.988 -2.662 1.215  0.253

Values from the calculation:
LUMO energy (alpha / beta) (eV): -7.58 / -7.37
Net charge: +1
HOMO-LUMO gap (alpha / beta) (eV): 5.7 / 6.2

---

Result of the stability comparison: <w> is the least stable of them.

---

<w>
C4H11N3 | wB97M-V/def2-TZVPD

Each line ends with the natural charge from an NBO analysis.
Atoms and positions in Å:
N 1.458 -0.246 -0.058  -0.363
N -1.783 1.104 0.522  -0.673
N -0.575 0.231 -1.201  -0.869
C 0.845 0.026 1.079  -0.168
C -1.694 -1.377 0.265  -0.687
C 2.349 0.736 -0.616  -0.443
C -1.175 0.039 0.083  0.444
H 0.948 1.009 1.547  0.161
H -0.484 1.212 -1.436  0.400
H -2.398 0.907 1.307  0.334
H 3.370 0.424 -0.381  0.216
H -0.881 -2.095 0.157  0.227
H 0.675 -0.806 1.752  0.194
H 2.251 0.727 -1.703  0.197
H -2.131 -1.494 1.256  0.220
H 2.180 1.755 -0.244  0.173
H -2.448 -1.598 -0.491  0.236
H -0.506 -0.551 -1.838  0.399

Values from the calculation:
LUMO energy (eV): 0.48
HOMO-LUMO gap (eV): 9.1
Structure (SMILES): [H]/N=C(\C)N.C=NC

---

<x>
C4H11N3 | wB97M-V/def2-TZVPD

Each line ends with the natural charge from an NBO analysis.
Atoms and positions in Å:
N -1.256 -1.124 -1.546  -0.413
N 0.178 -0.218 1.146  -0.837
N 2.705 2.506 1.545  -0.840
C -1.372 -1.183 -2.795  -0.043
C -2.443 -1.391 -0.753  -0.454
C 2.147 1.175 1.530  -0.134
C 0.904 0.990 1.109  -0.001
H 2.731 0.342 1.920  0.155
H -0.102 -0.506 0.210  0.396
H -0.509 -0.974 -3.418  0.175
H 2.876 2.788 2.506  0.353
H 3.613 2.491 1.094  0.353
H 0.348 1.852 0.763  0.190
H -2.161 -1.853 0.193  0.212
H 0.746 -0.961 1.537  0.354
H -2.309 -1.453 -3.291  0.140
H -3.169 -2.031 -1.261  0.178
H -2.927 -0.449 -0.489  0.214

Values from the calculation:
LUMO energy (eV): 1.09
HOMO-LUMO gap (eV): 9.2
Structure (SMILES): N/C=C/N.C=NC

---

Result of the stability comparison: <w> is the least stable of them.

---

<w>
C4H11N3 | wB97M-V/def2-TZVPD

Each line ends with the natural charge from an NBO analysis.
Atoms and positions in Å:
N -0.514 -0.560 1.244  -0.352
N 1.777 0.918 -1.996  -0.824
N 0.283 0.682 -0.444  -0.527
C -0.576 -1.867 0.904  -0.067
C -1.673 -2.623 1.148  -0.325
C 0.667 0.121 0.907  -0.084
C -0.617 1.815 -0.523  -0.420
H 0.326 -2.356 0.517  0.161
H 2.615 0.955 -1.412  0.319
H 0.438 0.112 -1.289  0.446
H -1.549 1.597 -0.002  0.206
H -1.670 -3.688 0.962  0.194
H 1.621 1.887 -2.284  0.318
H 1.568 -0.489 0.759  0.170
H -2.571 -2.173 1.550  0.200
H -0.847 2.024 -1.566  0.209
H -0.156 2.695 -0.064  0.186
H 0.879 0.947 1.589  0.190

Values from the calculation:
LUMO energy (alpha / beta) (eV): -0.67 / 0.54
HOMO-LUMO gap (alpha / beta) (eV): 7.0 / 8.8

---

<x>
C4H11N3 | wB97M-V/def2-TZVPD

Each line ends with the natural charge from an NBO analysis.
Atoms and positions in Å:
N 1.813 -1.086 -1.245  -0.342
N 2.012 -0.156 -0.442  -0.130
N 0.411 2.019 0.455  -0.834
C -0.981 0.127 -0.439  -0.421
C -0.021 0.646 0.648  -0.037
C -1.741 -1.126 -0.021  -0.608
C 1.241 -0.241 0.763  -0.292
H 1.861 0.160 1.566  0.221
H -0.393 2.635 0.390  0.356
H -0.422 -0.075 -1.355  0.206
H 0.942 2.101 -0.405  0.360
H 0.933 -1.271 0.976  0.196
H -2.424 -1.428 -0.810  0.212
H -0.532 0.606 1.617  0.192
H 2.382 -0.941 -2.092  0.316
H -1.702 0.921 -0.656  0.198
H -1.059 -1.950 0.167  0.206
H -2.319 -0.941 0.881  0.199

Values from the calculation:
LUMO energy (eV): 0.80
HOMO-LUMO gap (eV): 10.0
Structure (SMILES): [H]/N=N/C[C@@H](N)CC

---

Result of the stability comparison: <w> is the least stable of them.